Here is a 6-piece molecular cluster, C21H35ClNO24PS5 overall in a non-equilibrium geometry from the Open Molecules 2025 dataset. Energies are from wB97M-V/def2-TZVPD.

As for the energy relative to the best compared isomer or geometry (same formula, charge and spin): 8.3683 eV. Its structure (SMILES) is C[C@H](Cl)CC1=CC(=O)C(P(N)O)=C(CCO)C1=O.O=S1(=O)OCCO1.O=S1(=O)OCCO1.O=S1(=O)OCCO1.O=S1(=O)OCCO1.O=S1(=O)OCCO1. As for the highest occupied orbital energy: -7.921 eV. Its calculated total energy is -5473.70823 Ha.

Last column: Mulliken charge in e.
Cartesian coordinates (Å):
C 6.21 0.99 -5.70  -0.969
C 4.87 0.92 -6.66  0.161
Cl 3.55 2.11 -6.14  -0.188
C 4.32 -0.63 -6.78  -0.979
C 3.47 -1.16 -5.49  0.583
C 4.09 -2.01 -4.40  -0.567
C 3.04 -2.50 -3.20  0.400
O 3.26 -3.72 -2.69  -0.571
C 1.86 -1.45 -2.77  0.055
P 1.32 -1.41 -0.93  0.401
N 0.78 -3.12 -0.60  -0.731
O 2.70 -1.03 0.06  -0.422
C 1.25 -0.59 -3.82  0.245
C 0.09 0.52 -3.52  -0.745
C -1.28 -0.06 -2.84  -0.105
O -1.35 0.54 -1.47  -0.245
C 1.83 -0.81 -5.38  0.099
O 1.04 -0.76 -6.46  -0.600
H 6.96 0.09 -5.86  0.252
H 6.80 1.98 -6.01  0.315
H 5.90 1.11 -4.56  0.238
H 5.21 1.24 -7.76  0.329
H 3.65 -0.78 -7.75  0.289
H 5.25 -1.36 -6.91  0.369
H 5.23 -2.30 -4.40  0.278
H 1.60 -3.77 -0.66  0.294
H 0.43 -3.18 0.38  0.300
H 3.51 -0.97 -0.54  0.280
H -0.23 0.97 -4.58  0.292
H 0.60 1.40 -2.93  0.334
H -1.35 -1.23 -2.78  0.274
H -2.23 0.34 -3.40  0.097
H -2.30 0.43 -1.10  0.277
O -2.96 3.68 0.34  -0.605
S -2.43 2.55 1.06  1.149
O -2.64 1.18 0.66  -0.639
O -2.86 2.70 2.63  -0.251
C -1.68 2.74 3.44  -0.141
C -0.59 3.33 2.55  -0.390
O -0.82 2.78 1.26  -0.311
H -1.44 1.71 3.73  0.176
H -1.86 3.34 4.34  0.273
H 0.41 3.08 2.90  0.331
H -0.69 4.42 2.48  0.312
O 4.97 -3.41 1.25  -0.592
S 4.85 -2.02 1.65  1.234
O 3.59 -1.31 1.65  -0.386
O 5.94 -1.16 0.81  -0.316
C 6.82 -0.50 1.72  -0.314
C 6.87 -1.38 2.96  -0.403
O 5.54 -1.86 3.12  -0.324
H 6.40 0.49 1.95  0.282
H 7.81 -0.37 1.26  0.291
H 7.19 -0.84 3.85  0.311
H 7.52 -2.25 2.80  0.306
O -5.48 1.45 -5.67  -0.544
S -5.35 0.07 -5.27  1.058
O -6.11 -0.51 -4.19  -0.547
O -3.77 -0.25 -5.03  -0.184
C -3.36 -1.31 -5.89  -0.222
C -4.27 -1.22 -7.11  -0.399
O -5.55 -0.86 -6.60  -0.307
H -3.51 -2.26 -5.36  0.255
H -2.31 -1.20 -6.16  0.254
H -4.33 -2.16 -7.67  0.324
H -3.95 -0.42 -7.79  0.308
O -2.58 -0.20 4.50  -0.480
S -3.82 -0.81 4.92  1.068
O -3.87 -1.92 5.85  -0.581
O -4.67 -1.21 3.58  -0.287
C -5.94 -0.56 3.61  -0.378
C -5.71 0.72 4.41  -0.169
O -4.82 0.36 5.46  -0.256
H -6.65 -1.22 4.12  0.288
H -6.28 -0.36 2.60  0.331
H -6.64 1.12 4.83  0.308
H -5.23 1.49 3.80  0.123
O -0.51 3.03 8.60  -0.554
S -1.85 2.61 8.27  1.123
O -2.70 3.34 7.36  -0.520
O -2.66 2.37 9.66  -0.319
C -3.13 1.02 9.72  -0.312
C -2.13 0.21 8.89  -0.324
O -1.79 1.05 7.79  -0.251
H -4.13 0.99 9.27  0.262
H -3.18 0.68 10.75  0.313
H -2.55 -0.73 8.54  0.322
H -1.22 0.02 9.46  0.267